Entry 1:
{"formula": "CH11O4S", "method": "ωB97M-V/def2-TZVPD", "elements": ["C", "S", "H", "H", "H", "H", "H", "O", "H", "H", "O", "H", "H", "O", "H", "H", "O"], "xyz": [[1.01349, 0.05301, -0.99909], [0.52208, -0.47075, -2.67176], [0.41035, -0.38791, -0.22154], [2.10971, -0.06882, -0.94056], [0.79770, 1.18306, -0.90563], [-1.05046, -2.94941, -0.96966], [0.24725, -2.04601, -0.69535], [-0.34915, -2.69449, -0.38737], [-1.48265, 2.42475, -0.96883], [-0.00020, 2.77221, -0.95639], [-0.81091, 3.24896, -0.65396], [0.01895, -0.05909, 2.38608], [1.28786, 0.95437, 2.68788], [0.39221, 0.59754, 2.85633], [-0.99862, -1.50557, 0.45897], [-0.74843, -0.15739, 0.91320], [-1.35919, -0.89445, 1.06768]], "forces_ev_per_a": [[0.30, 2.40, -1.14], [-0.30, -0.23, -0.07], [0.67, -0.19, 0.27], [-0.57, -0.10, 0.73], [0.55, -1.55, 0.12], [0.10, 0.46, -1.14], [0.80, 0.87, -2.15], [-0.45, -2.29, 2.27], [2.36, 3.49, 1.37], [-0.46, 0.85, 0.39], [-1.98, -4.28, -1.83], [-1.04, -3.70, -2.82], [-1.19, -1.21, -0.64], [2.29, 4.81, 3.80], [0.26, -2.11, -1.06], [-0.88, 0.30, 0.06], [-0.46, 2.49, 1.83]], "lumo_ev": 3.57, "largest_force_ev_per_a": 6.5, "charge": -1, "gap_ev": 6.68, "relative_energy_kj_mol": 235.62, "total_energy_ha": -743.823922}

Entry 2:
{"formula": "C39H47N6S2Ta", "method": "ωB97M-V/def2-TZVPD", "elements": ["Ta", "C", "N", "C", "C", "N", "C", "C", "C", "C", "C", "C", "C", "S", "C", "C", "C", "C", "C", "C", "S", "H", "H", "H", "H", "H", "H", "H", "H", "H", "H", "H", "H", "H", "H", "H", "H", "H", "H", "N", "C", "C", "C", "C", "C", "C", "C", "H", "H", "H", "H", "H", "C", "N", "C", "C", "N", "C", "H", "H", "H", "H", "H", "H", "C", "C", "C", "C", "C", "C", "C", "C", "N", "C", "C", "C", "C", "H", "H", "H", "H", "H", "H", "H", "H", "H", "H", "H", "H", "H", "H", "H", "H", "H", "H"], "xyz": [[-0.37380, 0.06776, -0.19433], [1.57094, 2.76670, 2.12261], [1.46930, 1.30358, 2.04464], [2.70911, 0.70931, 1.54474], [2.87500, 1.04855, 0.08384], [1.93955, 0.29252, -0.82796], [2.51570, -1.07124, -0.99879], [1.97037, 1.04345, -2.09266], [2.99336, 0.90297, -3.02079], [2.98784, 1.66766, -4.17645], [1.97144, 2.58280, -4.40584], [0.96763, 2.75114, -3.46810], [0.97115, 1.99054, -2.30397], [-0.22809, 2.30341, -1.02999], [1.04513, 0.70398, 3.27356], [1.33746, 1.25409, 4.51545], [0.89188, 0.64885, 5.68323], [0.15246, -0.52139, 5.62693], [-0.13745, -1.08849, 4.39561], [0.29660, -0.47549, 3.22529], [-0.09056, -1.29789, 1.70742], [2.52993, 3.09169, 2.54102], [0.77924, 3.15863, 2.75484], [1.45193, 3.20626, 1.13465], [2.67403, -0.36955, 1.69924], [3.57734, 1.08821, 2.09857], [3.89285, 0.83649, -0.24913], [2.70351, 2.10916, -0.08012], [3.57877, -1.02092, -1.23018], [1.99779, -1.58377, -1.79949], [2.39934, -1.62069, -0.06725], [3.79364, 0.19298, -2.86975], [3.78182, 1.54468, -4.89969], [1.96642, 3.17386, -5.31101], [0.18372, 3.47993, -3.62725], [1.92493, 2.15973, 4.58140], [1.13580, 1.09242, 6.63902], [-0.18839, -0.99963, 6.53480], [-0.70165, -2.01038, 4.33677], [-1.15032, 1.54932, 1.49558], [-1.58145, 2.24241, 2.30151], [-2.11871, 3.09744, 3.30253], [-2.46848, 4.41049, 2.97746], [-2.96660, 5.23319, 3.97123], [-3.10788, 4.75091, 5.26683], [-2.75338, 3.44516, 5.58331], [-2.25212, 2.60693, 4.60416], [-2.34582, 4.77317, 1.96562], [-3.24299, 6.25204, 3.73876], [-3.49454, 5.40172, 6.03940], [-2.86712, 3.08317, 6.59563], [-1.95962, 1.58997, 4.83322], [-5.76129, 1.81617, -0.86474], [-4.65369, 1.02961, -0.32824], [-4.70742, 0.17188, 0.74305], [-3.45513, -0.32614, 0.89796], [-2.63281, 0.21351, -0.07038], [-3.39709, 1.03681, -0.77969], [-6.68744, 1.44504, -0.43596], [-5.80422, 1.70405, -1.94508], [-5.64027, 2.86486, -0.60262], [-5.61774, -0.00957, 1.28637], [-3.08256, -1.02097, 1.62988], [-3.05984, 1.64699, -1.60015], [0.87529, -5.51515, 0.28056], [-0.23922, -4.56344, -0.04957], [-1.55382, -4.85994, 0.28698], [-2.60612, -3.99916, -0.02372], [-4.02269, -4.37508, 0.30735], [-2.31750, -2.80270, -0.66044], [-1.00189, -2.45465, -0.96765], [0.02360, -3.35381, -0.68360], [-0.68843, -1.20777, -1.64654], [-0.93716, -1.24072, -3.16182], [-1.83766, -2.40585, -3.57986], [0.40229, -1.42930, -3.86764], [-1.61464, 0.04670, -3.60702], [0.59843, -6.54220, 0.04607], [1.11143, -5.47622, 1.34569], [1.78214, -5.27435, -0.27250], [-1.77403, -5.79835, 0.78426], [-4.11741, -4.65512, 1.35684], [-4.34306, -5.23277, -0.28550], [-4.71068, -3.55437, 0.10647], [-3.12362, -2.13953, -0.93550], [1.03974, -3.12531, -0.96412], [-1.44805, -3.37190, -3.26376], [-1.87412, -2.40819, -4.66914], [-2.86109, -2.30089, -3.22253], [0.87251, -2.36765, -3.56610], [1.08374, -0.60262, -3.68774], [0.22950, -1.48555, -4.94278], [-2.58237, 0.15605, -3.11962], [-1.79413, -0.00384, -4.68118], [-1.00508, 0.92572, -3.41648]], "forces_ev_per_a": [[-0.20, -0.31, 0.08], [0.02, -0.01, -0.01], [0.03, 0.01, 0.05], [-0.03, 0.00, -0.06], [-0.03, 0.00, 0.05], [0.19, -0.09, -0.01], [0.01, 0.02, 0.07], [-0.12, 0.08, -0.05], [-0.01, -0.03, 0.04], [0.02, -0.01, -0.01], [0.00, 0.01, -0.03], [-0.02, 0.01, 0.02], [0.09, -0.07, 0.10], [0.02, 0.11, -0.12], [-0.04, -0.05, 0.00], [0.01, 0.00, -0.01], [0.00, 0.00, 0.01], [0.00, 0.00, 0.02], [0.01, -0.01, -0.01], [0.05, 0.07, -0.02], [0.03, -0.03, 0.03], [0.00, -0.01, -0.01], [-0.01, 0.01, 0.00], [0.01, 0.01, -0.02], [0.01, 0.00, 0.01], [0.03, -0.01, -0.01], [0.01, 0.00, 0.00], [-0.04, 0.02, 0.01], [0.02, 0.03, 0.00], [0.00, 0.02, -0.03], [-0.03, -0.01, -0.03], [0.00, -0.02, 0.01], [0.01, -0.01, 0.00], [0.00, 0.01, 0.00], [-0.01, 0.00, 0.00], [0.00, 0.01, -0.01], [0.00, 0.00, 0.01], [0.00, 0.00, 0.00], [-0.01, -0.01, 0.00], [-0.03, 0.04, 0.00], [-0.08, -0.16, -0.25], [0.02, 0.13, 0.22], [-0.01, -0.05, 0.03], [0.00, 0.00, -0.01], [0.00, 0.00, 0.01], [0.00, -0.01, 0.01], [-0.01, 0.03, -0.03], [0.01, 0.00, -0.01], [0.00, 0.01, 0.00], [-0.01, 0.00, 0.00], [0.00, 0.00, 0.01], [0.01, -0.01, -0.01], [-0.04, 0.02, 0.00], [0.00, 0.02, -0.01], [0.03, -0.04, 0.01], [0.07, -0.03, 0.12], [-0.17, 0.21, -0.17], [0.11, -0.12, 0.00], [0.00, 0.00, -0.01], [0.01, 0.02, 0.00], [-0.01, 0.00, -0.01], [-0.01, -0.01, 0.00], [0.00, -0.04, -0.02], [-0.01, 0.02, 0.01], [0.02, -0.02, 0.01], [0.03, 0.04, -0.03], [-0.05, 0.04, -0.01], [0.04, -0.01, 0.01], [-0.03, -0.01, 0.00], [-0.02, 0.13, 0.04], [0.29, -0.12, 0.11], [-0.05, -0.13, 0.02], [-0.08, 0.39, -0.21], [0.01, -0.12, 0.05], [-0.01, 0.01, 0.03], [-0.02, 0.02, -0.06], [0.04, 0.02, -0.03], [0.00, 0.00, 0.00], [0.00, 0.00, 0.00], [0.00, 0.00, 0.00], [0.01, -0.01, 0.01], [-0.01, 0.00, 0.00], [0.00, 0.00, 0.00], [0.01, 0.00, 0.00], [-0.02, 0.02, 0.00], [-0.04, 0.00, 0.00], [0.01, -0.02, 0.01], [-0.01, 0.01, 0.00], [0.01, 0.00, 0.05], [0.01, -0.01, 0.02], [-0.03, -0.01, 0.01], [0.01, -0.01, -0.01], [-0.02, -0.03, -0.02], [0.02, 0.02, -0.01], [0.00, 0.04, 0.03]], "lumo_ev": -6.17, "largest_force_ev_per_a": 0.5, "charge": 2, "gap_ev": 7.22, "relative_energy_kj_mol": 33.51, "total_energy_ha": -2695.894797}

Entry 3:
{"formula": "C12H28BCsO6S3", "method": "ωB97M-V/def2-TZVPD", "elements": ["Cs", "B", "H", "H", "H", "H", "C", "C", "C", "S", "O", "O", "C", "H", "H", "H", "H", "H", "H", "H", "H", "C", "C", "C", "S", "O", "O", "C", "H", "H", "H", "H", "H", "H", "H", "H", "C", "C", "C", "S", "O", "O", "C", "H", "H", "H", "H", "H", "H", "H", "H"], "xyz": [[1.04705, 2.57163, -6.74073], [-0.93178, -0.25915, -2.29396], [-0.01540, -0.17689, -2.85763], [-1.09089, 0.57040, -1.62257], [-1.65810, -0.29426, -3.09112], [-0.92071, -1.21469, -1.79291], [-0.06355, -1.56987, 4.43212], [-1.40368, -0.93725, 4.82036], [-2.50521, -1.58399, 3.91416], [-2.12980, -3.40928, 3.96798], [-2.42124, -3.99233, 2.62998], [-2.89863, -3.97330, 5.10511], [-0.35349, -3.01923, 4.29859], [0.82129, -1.44432, 5.05614], [0.15019, -1.07636, 3.48403], [-1.44818, 0.11990, 4.55857], [-1.69228, -1.08214, 5.86143], [-2.36132, -1.29065, 2.87428], [-3.53600, -1.32551, 4.15655], [0.17681, -3.48478, 3.46784], [0.01646, -3.58077, 5.15644], [7.71160, -3.27802, -2.44885], [8.76006, -4.20064, -1.83514], [7.98061, -5.52859, -1.42437], [6.38029, -4.97099, -0.61769], [6.47904, -4.83276, 0.84647], [5.22352, -5.67987, -1.20569], [6.64191, -3.22731, -1.34210], [7.36370, -3.52812, -3.45110], [8.10801, -2.27119, -2.58027], [9.27557, -3.93930, -0.91099], [9.57941, -4.43343, -2.51527], [8.47541, -6.32469, -0.86804], [7.71091, -6.04409, -2.34612], [6.93215, -2.60998, -0.49194], [5.66358, -2.87136, -1.66501], [-7.01645, 5.54688, -1.69945], [-7.01959, 7.08808, -1.36859], [-5.63781, 7.67442, -1.68832], [-4.40905, 6.17828, -1.71271], [-3.47417, 6.35105, -0.56871], [-3.79928, 6.01002, -3.03173], [-5.71402, 4.88366, -1.24447], [-7.06581, 5.35559, -2.77140], [-7.93919, 5.16566, -1.26205], [-7.08361, 7.19207, -0.28545], [-7.96730, 7.44402, -1.77264], [-5.19869, 8.26419, -0.88368], [-5.58026, 8.31553, -2.56797], [-5.64559, 4.87732, -0.15664], [-5.51664, 3.84635, -1.51490]], "forces_ev_per_a": [[-0.21, -0.23, 0.42], [-0.16, 0.08, 0.13], [4.38, 0.60, -2.16], [-0.60, 3.34, 2.65], [-3.46, -0.04, -3.09], [0.02, -3.72, 2.11], [-1.01, 0.98, -0.60], [-1.30, 0.27, -0.22], [1.12, -0.53, 0.05], [-3.16, 1.07, -0.76], [1.41, 0.83, 2.47], [2.01, 0.58, -1.24], [0.85, -2.77, -0.65], [-0.41, 0.35, 0.36], [0.34, -0.47, -0.28], [0.28, 0.13, 0.44], [0.16, 0.06, 0.08], [0.20, -0.08, -0.10], [0.13, -0.43, 0.38], [-0.10, 0.04, -0.23], [-0.56, -0.05, 0.26], [0.12, 0.74, 1.68], [0.00, -2.48, 0.37], [-0.32, 0.20, -0.84], [0.07, 0.74, -0.44], [0.10, -0.47, -1.98], [2.01, 1.16, 0.83], [-1.29, -0.60, -0.21], [-0.14, -0.71, 0.29], [0.13, 0.12, 0.18], [-0.37, 1.13, -0.04], [-0.17, -0.25, -0.21], [0.21, 0.60, 0.55], [-0.56, 0.14, -0.08], [0.26, -0.20, -0.03], [-0.04, -0.15, -0.07], [0.25, 0.28, -0.23], [0.78, -1.57, 0.64], [0.45, -0.49, -0.20], [1.03, 0.58, 0.99], [-1.87, -0.31, -1.85], [-1.07, -0.05, 1.02], [0.08, 1.27, 0.82], [-0.31, 0.37, -0.19], [0.30, -0.50, 0.13], [-0.42, -0.25, 0.12], [0.59, 0.79, -0.40], [-0.26, -0.13, 0.15], [0.20, -0.63, -0.38], [0.10, 0.26, 0.13], [0.19, 0.37, -0.78]], "lumo_ev": -1.81, "largest_force_ev_per_a": 4.9, "charge": 0, "gap_ev": 4.75, "relative_energy_kj_mol": 528.25, "total_energy_ha": -2164.719261}

Entry 4:
{"formula": "C23H36AsFN4O3Tc", "method": "ωB97M-V/def2-TZVPD", "elements": ["Tc", "C", "C", "N", "C", "C", "C", "O", "O", "C", "O", "C", "C", "C", "F", "C", "C", "C", "N", "C", "C", "N", "C", "C", "H", "H", "H", "H", "H", "H", "H", "H", "H", "H", "H", "H", "H", "H", "H", "H", "H", "H", "C", "As", "C", "C", "H", "H", "H", "H", "H", "H", "H", "H", "H", "C", "C", "C", "C", "N", "H", "H", "H", "H", "H", "H", "H", "H", "H"], "xyz": [[2.68674, -0.08899, 2.28531], [-4.94020, -1.29569, 1.16088], [-3.70163, -2.10217, 0.78092], [-2.48262, -1.30834, 0.84562], [-1.81790, -1.27775, 2.02409], [-0.59670, -0.68427, 2.18715], [0.01532, -0.69117, 3.58326], [-0.70170, -0.93523, 4.52551], [1.25158, -0.34667, 3.66123], [0.01726, -0.01444, 1.09141], [1.19346, 0.50077, 1.15833], [-0.74970, 0.06327, -0.12736], [-0.24372, 0.75490, -1.23230], [-0.96958, 0.82105, -2.39676], [-0.41393, 1.44990, -3.45490], [-2.23717, 0.24243, -2.51450], [-2.72044, -0.48162, -1.42182], [-2.00443, -0.59148, -0.23056], [-3.04991, 0.40292, -3.64653], [-2.86064, 1.54002, -4.52417], [-4.20193, 1.83823, -5.19274], [-4.61388, 0.65540, -5.99664], [-4.76660, -0.52588, -5.10749], [-3.44904, -0.77897, -4.37857], [-5.81715, -1.93559, 1.10469], [-5.07697, -0.43904, 0.50291], [-4.85366, -0.93994, 2.18471], [-3.79870, -2.51963, -0.22219], [-3.58614, -2.93495, 1.47750], [-2.27542, -1.78767, 2.85926], [0.72544, 1.22590, -1.18208], [-3.69741, -0.92515, -1.50334], [-2.08770, 1.36564, -5.28987], [-2.55706, 2.40833, -3.93796], [-4.12411, 2.72349, -5.82351], [-4.96218, 2.00955, -4.42853], [-3.88584, 0.46090, -6.69848], [-5.49285, 0.84931, -6.49078], [-5.04842, -1.40503, -5.68689], [-5.56161, -0.30198, -4.39696], [-2.68242, -1.06902, -5.11524], [-3.57068, -1.60922, -3.68436], [1.39482, 2.83507, 4.04640], [2.91419, 2.31270, 2.94021], [4.39413, 3.10022, 3.94139], [2.77939, 3.56107, 1.43608], [1.40965, 3.91155, 4.23056], [1.44977, 2.30858, 5.00087], [0.45605, 2.57286, 3.55801], [4.12049, 4.12562, 4.20613], [5.30148, 3.12184, 3.33483], [4.59667, 2.54065, 4.85573], [2.61442, 4.56562, 1.83423], [1.95186, 3.28787, 0.78106], [3.70429, 3.55392, 0.85824], [6.14197, -1.49837, 0.97045], [4.94574, -2.13752, 1.70042], [5.39570, -2.88585, 2.96756], [4.21815, -3.12725, 0.76112], [4.03292, -1.14101, 2.02558], [6.87480, -2.26128, 0.72421], [6.61003, -0.74281, 1.59531], [5.79036, -1.02127, 0.05971], [6.07944, -3.68205, 2.69182], [4.52592, -3.31473, 3.45350], [5.88670, -2.21502, 3.66521], [4.90707, -3.88993, 0.40853], [3.80977, -2.59292, -0.09479], [3.40449, -3.60971, 1.29934]], "forces_ev_per_a": [[1.70, -3.35, 0.68], [0.21, -0.12, -0.06], [-0.83, -0.16, 0.04], [0.71, 0.14, 0.87], [-0.16, -0.05, -0.90], [0.68, 0.62, -0.04], [-1.33, 0.00, -0.16], [0.09, -0.18, -0.12], [1.17, 0.08, 0.07], [-0.41, -0.63, 0.61], [-1.31, 0.62, -1.35], [-0.09, -0.08, 0.04], [-0.36, 0.01, -0.42], [0.69, 0.15, 0.41], [-0.20, -0.11, 0.13], [-0.25, -0.30, 0.61], [0.07, 0.25, -0.50], [0.63, 0.22, -0.10], [0.07, -0.02, -0.10], [-0.22, 0.12, 0.01], [0.55, 0.74, 0.49], [-0.14, 0.08, -0.39], [0.10, -0.81, 0.54], [-0.12, -0.04, -0.06], [-0.08, 0.00, -0.04], [-0.05, 0.05, -0.01], [-0.02, 0.09, 0.06], [0.12, -0.06, 0.13], [0.07, 0.04, -0.18], [-0.02, -0.05, 0.09], [0.09, 0.01, 0.03], [-0.18, 0.03, -0.01], [-0.06, 0.03, 0.06], [-0.10, -0.03, -0.16], [-0.09, -0.18, -0.18], [-0.03, -0.07, -0.16], [-0.29, 0.06, 0.03], [0.24, -0.08, -0.01], [-0.01, 0.17, -0.16], [0.00, 0.08, -0.07], [0.02, -0.05, 0.03], [-0.09, -0.04, -0.17], [-0.06, -0.19, 0.05], [0.70, 1.14, -0.04], [0.03, -0.09, -0.03], [0.01, 0.00, 0.23], [0.16, -0.09, -0.13], [0.01, -0.02, -0.13], [0.08, -0.04, -0.02], [-0.02, -0.15, -0.08], [-0.15, -0.07, 0.00], [-0.11, -0.03, -0.12], [0.02, -0.10, -0.08], [0.02, -0.05, 0.11], [-0.03, -0.06, 0.09], [-0.36, 0.00, 0.17], [1.00, -1.71, -0.79], [-0.21, 0.32, -0.24], [0.14, 0.19, 0.14], [-2.29, 4.04, 1.35], [0.06, -0.07, -0.03], [0.08, 0.04, 0.10], [0.05, 0.03, -0.15], [0.10, -0.10, -0.01], [-0.09, -0.13, 0.14], [0.10, 0.10, 0.06], [0.06, -0.06, -0.02], [0.01, 0.00, -0.11], [-0.06, -0.07, 0.01]], "spin_multiplicity": 2, "lumo_ev": [-5.85, -5.78], "largest_force_ev_per_a": 4.8, "charge": 2, "s2": 0.76, "gap_ev": [6.94, 6.74], "relative_energy_kj_mol": 104.37, "total_energy_ha": -3758.680212}

Q: What is the formula in the first record?
A: CH11O4S